(1)
Here is a molecular structure, C13H25CaO10P at a distorted geometry from the OMol25 dataset. Energies are from ωB97M-V/def2-TZVPD.

Results
ΔE to the lowest compared entry with this formula, charge and spin	220.6	kcal per mole
F_max	5.58	eV Å⁻¹
Kohn-Sham gap	2.68	eV
net charge	-2

Structure (XYZ):
```
50
Properties=species:S:1:pos:R:3:mulliken_charge:R:1
Ca -0.112 -0.890 -1.583 1.05
P -0.594 1.360 -4.874 0.74
O 0.660 1.965 -5.545 -0.76
O -1.582 1.658 -5.995 -0.72
O -0.939 1.687 -3.421 -0.67
O -0.612 -0.169 -4.800 -0.64
O 1.357 -6.050 0.019 -0.46
C 1.035 -4.839 -0.408 0.61
O 0.699 -3.932 0.367 -0.72
O 1.027 -4.453 -1.571 -0.69
H 1.912 -6.403 -0.680 0.30
C 5.662 0.558 -0.068 -0.39
C 5.096 1.933 -0.401 -0.39
C 4.023 1.602 -1.439 -0.59
O 3.632 0.241 -1.272 -0.32
C 4.868 -0.431 -0.889 -0.55
H 5.514 0.274 0.974 0.25
H 6.720 0.459 -0.312 0.27
H 5.831 2.675 -0.715 0.30
H 4.640 2.417 0.462 0.17
H 4.304 1.734 -2.484 0.27
H 3.182 2.294 -1.395 0.38
H 5.359 -0.831 -1.776 0.29
H 4.604 -1.283 -0.263 0.30
C -0.436 3.112 3.352 -0.55
C 0.906 2.500 3.812 -0.57
C 0.945 1.192 3.060 -0.42
O 0.204 1.433 1.846 -0.33
C -0.364 2.769 1.875 -0.48
H -0.553 4.173 3.573 0.33
H -1.311 2.644 3.804 0.28
H 0.958 2.339 4.889 0.33
H 1.745 3.123 3.500 0.26
H 0.414 0.412 3.606 0.29
H 1.982 0.891 2.910 0.23
H -1.340 2.750 1.389 0.32
H 0.369 3.396 1.367 0.26
C -6.266 -1.340 -0.458 -0.45
C -5.885 -2.642 0.212 -0.48
C -4.532 -2.332 0.670 -0.58
O -3.917 -1.541 -0.308 -0.29
C -4.958 -0.654 -0.790 -0.59
H -6.813 -0.681 0.216 0.26
H -6.897 -1.518 -1.329 0.28
H -5.785 -3.458 -0.505 0.25
H -6.599 -3.033 0.937 0.31
H -3.935 -3.226 0.848 0.37
H -4.515 -1.801 1.621 0.28
H -4.863 -0.342 -1.830 0.37
H -4.841 0.254 -0.198 0.27
```



(2)
Here is a molecular structure, C13H25Cl2GdINOP2 at a distorted geometry from the OMol25 dataset. Energies are from ωB97M-V/def2-TZVPD.

Results
F_max	5.00	eV Å⁻¹
Kohn-Sham gap (spin up / spin down)	5.80 / 8.36	eV
expectation value of S²	16.081
spin multiplicity	8
net charge	+2

Structure (XYZ):
```
46
Properties=species:S:1:pos:R:3:mulliken_spin:R:1
C 0.034 0.155 -3.945 0.00
C -0.084 -0.494 -2.638 0.00
H -0.094 1.234 -3.702 0.00
H -0.796 -0.158 -4.590 0.00
H 0.967 0.007 -4.490 0.00
O -0.210 0.233 -1.589 -0.06
I -0.118 -3.773 0.920 -0.29
Gd -0.103 -0.674 0.750 7.58
P 2.701 -0.725 -0.342 -0.11
C 3.773 0.235 0.798 0.00
C 3.402 -2.415 -0.171 0.00
H 4.491 -2.429 -0.363 0.00
H 4.523 -0.342 -1.957 0.00
H 2.896 -3.102 -0.856 0.00
H 3.024 -0.889 -2.748 0.00
H 3.599 -0.131 1.820 0.00
H 3.198 -2.739 0.861 0.00
C 3.442 -0.248 -1.965 0.00
H 4.837 0.120 0.543 0.00
H 3.172 0.794 -2.176 0.00
H 3.493 1.288 0.747 0.00
P -2.857 -0.770 -0.289 -0.13
C -3.872 0.300 0.813 0.00
C -3.525 -0.267 -1.932 0.00
H -3.077 -3.152 -0.745 0.00
H -4.680 -2.438 -0.330 0.00
H -3.432 -2.739 0.949 0.00
C -3.600 -2.434 -0.096 0.00
H -3.075 -0.902 -2.699 0.00
H -4.609 -0.350 -1.982 0.00
H -4.947 0.186 0.625 0.00
H -3.581 1.350 0.655 0.00
H -3.233 0.771 -2.111 0.00
H -3.629 0.019 1.846 0.00
Cl -0.068 -2.114 -2.513 0.00
Cl 1.530 4.933 2.409 0.00
C 0.721 3.472 2.608 0.00
C 0.105 3.186 3.843 0.00
C -0.502 1.953 4.039 0.00
C -0.422 0.997 3.027 0.01
N 0.226 1.270 1.875 0.04
C 0.784 2.478 1.632 0.00
H 0.155 3.958 4.606 0.00
H -0.940 1.752 5.001 0.00
H -0.910 0.009 3.178 0.00
H 1.291 2.583 0.686 0.00
```



(3)
Here is a molecular structure, C13H25Cl2N8O2Pt at a distorted geometry from the OMol25 dataset. Energies are from ωB97M-V/def2-TZVPD.

Results
F_max	3.66	eV Å⁻¹
Kohn-Sham gap (spin up / spin down)	7.85 / 7.81	eV
expectation value of S²	2.005
spin multiplicity	3
net charge	+1

Structure (XYZ):
```
51
Properties=species:S:1:pos:R:3:mulliken_spin:R:1
Pt 0.607 1.479 0.309 1.51
C -4.120 2.059 -0.966 0.00
N -3.783 1.517 0.417 0.00
C -4.902 1.269 1.326 0.00
C -2.438 1.367 0.748 0.00
N -1.426 1.621 0.009 0.09
N -2.311 0.725 1.972 0.00
C -1.140 0.398 2.694 -0.01
N -1.421 -0.344 3.822 0.00
N 0.047 0.714 2.258 0.13
H -5.224 2.281 -1.012 0.00
H -3.903 1.248 -1.759 0.00
H -3.574 2.985 -1.106 0.00
H -5.662 1.954 0.994 0.00
H -4.729 1.588 2.410 0.00
H -5.167 0.198 1.260 0.00
H -1.640 1.953 -0.891 -0.01
H -3.140 0.846 2.548 0.00
H -2.267 -0.885 3.964 0.00
H -0.642 -0.573 4.415 0.00
H 0.712 0.340 2.928 -0.01
Cl 0.799 4.165 1.196 0.06
C 2.401 3.507 1.894 0.00
Cl 3.122 4.758 2.920 0.00
C 3.253 2.826 0.785 0.00
O 4.397 3.194 0.681 0.01
O 2.635 1.855 0.188 0.05
H 2.186 2.708 2.556 0.00
C 3.806 -2.375 -2.663 0.00
C 3.836 -0.896 -2.244 0.00
N 2.917 -0.699 -1.070 0.00
C 1.686 -1.179 -1.041 -0.01
N 0.738 -0.626 -0.333 0.15
C -0.502 -1.289 -0.206 0.01
C -0.416 -2.807 -0.389 0.01
C 0.207 -3.046 -1.767 0.00
N 1.528 -2.403 -1.733 0.00
C 2.328 -2.821 -2.873 0.00
H 4.247 -2.883 -1.851 0.00
H 4.428 -2.552 -3.565 0.00
H 3.547 -0.306 -3.099 0.00
H 4.897 -0.605 -2.010 0.00
H 3.033 0.096 -0.503 0.00
H -1.258 -0.802 -0.914 0.00
H -0.897 -1.135 0.814 0.01
H -1.394 -3.256 -0.332 0.00
H 0.167 -3.234 0.461 0.00
H -0.373 -2.541 -2.545 0.00
H 0.435 -4.095 -1.947 0.00
H 2.045 -2.441 -3.824 0.00
H 2.326 -3.859 -2.928 0.00
```



(4)
Here is 4 unconnected molecules or ions with the total composition C13H25ClF3NO14PS3 from the OMol25 dataset. Energies are from ωB97M-V/def2-TZVPD.

Results
F_max	0.81	eV Å⁻¹
Kohn-Sham gap	9.08	eV
net charge	+1

Structure (XYZ):
```
61
Properties=species:S:1:pos:R:3:mulliken_charge:R:1
O -0.933 0.049 -2.636 -0.26
P 0.350 -0.584 -3.413 -0.06
Cl 1.393 1.160 -3.957 -0.28
C 1.339 -1.016 -1.883 0.38
C 1.361 0.150 -0.864 -0.55
C 2.655 0.333 -0.069 -0.64
N 3.893 -0.060 -0.816 -0.23
C 3.847 -1.447 -1.395 0.31
C 3.804 -2.468 -0.232 -0.92
O 2.720 -3.363 -0.459 -0.28
C 2.452 -4.215 0.567 0.81
F 3.547 -4.881 0.978 -0.27
F 1.982 -3.545 1.649 -0.21
F 1.540 -5.071 0.165 -0.24
C 2.706 -1.504 -2.402 -1.68
H -1.347 0.777 -3.140 0.38
H 0.784 -1.852 -1.444 0.52
H 0.581 -0.028 -0.122 0.09
H 1.112 1.089 -1.355 0.59
H 2.649 -0.213 0.876 -0.02
H 2.776 1.387 0.199 0.60
H 4.104 0.620 -1.550 0.45
H 4.674 -0.008 -0.155 0.43
H 4.785 -1.579 -1.947 0.52
H 4.747 -3.024 -0.191 0.42
H 3.673 -1.966 0.732 0.25
H 2.608 -2.529 -2.771 0.34
H 3.014 -0.900 -3.267 0.77
C 0.802 -0.495 4.254 -0.06
C 1.775 -0.784 5.382 -0.42
O 3.028 -0.283 4.879 -0.32
S 2.771 1.020 4.001 1.00
O 2.966 2.190 4.770 -0.56
O 3.454 0.854 2.760 -0.54
O 1.213 0.796 3.773 -0.12
H 0.891 -1.220 3.443 0.08
H -0.232 -0.430 4.579 0.29
H 1.885 -1.844 5.590 0.33
H 1.518 -0.246 6.295 0.32
C -5.877 1.776 -4.059 -0.30
C -4.987 1.234 -5.161 -0.31
O -3.947 2.223 -5.269 -0.32
S -3.642 2.858 -3.842 1.02
O -2.514 2.210 -3.259 -0.55
O -3.670 4.267 -3.949 -0.54
O -4.945 2.319 -3.104 -0.31
H -6.527 2.576 -4.413 0.29
H -6.464 1.004 -3.570 0.31
H -5.490 1.156 -6.119 0.31
H -4.541 0.275 -4.891 0.25
C -4.082 0.931 1.876 -0.33
C -3.769 1.033 3.357 -0.39
O -2.335 0.904 3.405 -0.32
S -1.688 1.595 2.118 1.10
O -1.266 2.911 2.422 -0.60
O -0.781 0.661 1.543 -0.50
O -3.018 1.668 1.248 -0.25
H -4.054 -0.100 1.523 0.26
H -5.027 1.394 1.609 0.34
H -4.209 0.231 3.942 0.31
H -4.052 2.001 3.772 0.30
```



(5)
Here is a molecular structure, C13H25CuN2O5 at a distorted geometry from the OMol25 dataset. Energies are from ωB97M-V/def2-TZVPD.

Results
F_max	2.04	eV Å⁻¹
Kohn-Sham gap	3.15	eV
net charge	-2

Structure (XYZ):
```
46
Properties=species:S:1:pos:R:3:mulliken_charge:R:1
Cu -0.018 -1.433 1.399 0.61
C -0.901 2.262 -1.465 -1.93
C 0.220 1.559 -0.710 2.04
C 1.459 2.494 -0.813 -1.39
C 1.476 3.593 0.253 -0.71
C 1.332 2.939 1.614 -1.33
C -0.029 2.218 1.762 1.57
N -0.131 1.223 0.699 1.12
O -1.328 0.466 0.767 -0.97
C -1.201 3.244 1.817 -1.61
C 0.114 1.410 3.063 -2.19
C 0.615 0.270 -1.426 -2.48
H -1.896 1.821 -1.361 0.31
H -0.727 2.450 -2.530 0.43
H -1.124 3.257 -1.064 0.35
H 1.502 3.004 -1.783 0.38
H 2.387 1.917 -0.795 0.41
H 0.666 4.311 0.087 0.31
H 2.385 4.196 0.159 0.39
H 1.433 3.675 2.416 0.53
H 2.135 2.209 1.733 0.36
H -2.050 2.867 2.383 0.34
H -1.415 3.647 0.829 0.28
H -0.860 4.148 2.341 0.34
H -0.768 0.789 3.227 0.45
H 0.313 2.024 3.948 0.40
H 0.921 0.673 3.049 0.32
H -0.182 -0.475 -1.449 0.47
H 1.480 -0.193 -0.947 0.45
H 0.911 0.495 -2.457 0.40
C 1.242 -2.427 3.525 0.86
O -0.037 -2.167 3.465 -0.79
O 1.861 -2.652 4.612 -0.86
O 1.912 -2.277 2.404 -0.82
C -0.836 -4.164 -0.882 0.05
O -0.459 -3.164 -0.329 -0.54
N -0.871 -4.352 -2.232 0.17
C -1.595 -5.457 -2.839 -0.87
C -0.426 -3.284 -3.065 -0.99
H -1.292 -5.002 -0.331 0.29
H -0.908 -5.945 -3.531 0.28
H -2.458 -5.079 -3.393 0.32
H -1.969 -6.075 -2.026 0.27
H 0.366 -2.649 -2.677 0.29
H -0.029 -3.729 -3.988 0.36
H -1.220 -2.637 -3.458 0.32
```